*w*
Formula: C18H17N3O4S
Source: the Open Molecules 2025 dataset
Level of theory: ωB97M-V with the def2-TZVPD basis set

The geometry in ORCA input format:
```
! wB97M-V def2-TZVPD RIJCOSX def2/J DEFGRID3
* xyz 0 1
C 1.576 3.786 -3.291
C 0.822 2.840 -2.407
C 0.927 2.906 -1.025
C 0.221 2.024 -0.229
C -0.589 1.058 -0.809
C -0.711 0.966 -2.196
C 0.001 1.869 -2.968
H -0.076 1.809 -4.044
C -1.547 -0.104 -2.817
H -2.560 -0.073 -2.424
H -1.573 0.005 -3.898
H -1.119 -1.076 -2.572
N -1.296 0.174 0.036
C -0.781 -0.572 1.049
C -1.854 -1.167 1.692
C -2.982 -0.719 0.972
N -2.629 0.077 -0.019
C -4.305 -1.219 1.377
H -4.893 -0.501 1.942
H -4.884 -1.636 0.559
S -3.830 -2.574 2.540
O -3.892 -3.837 1.862
O -4.558 -2.452 3.773
C -2.056 -2.110 2.803
H -1.992 -1.662 3.793
H -1.453 -3.012 2.744
N 0.579 -0.679 1.308
C 1.532 -0.892 0.342
O 1.285 -0.966 -0.842
C 2.885 -1.015 0.892
C 4.078 -1.199 0.241
C 5.070 -1.252 1.243
C 4.414 -1.099 2.428
O 3.097 -0.955 2.232
H 4.763 -1.078 3.442
H 6.122 -1.386 1.103
H 4.207 -1.281 -0.818
H 0.850 -0.802 2.274
H 0.296 2.084 0.847
H 1.559 3.651 -0.566
H 0.886 4.350 -3.916
H 2.246 3.234 -3.949
H 2.164 4.486 -2.703
*
```

---

*x*
Formula: C18H17N3O4S
Source: the Open Molecules 2025 dataset
Level of theory: ωB97M-V with the def2-TZVPD basis set

The geometry in ORCA input format:
```
! wB97M-V def2-TZVPD RIJCOSX def2/J DEFGRID3
* xyz 0 1
N 5.177 0.874 1.221
S 4.092 1.142 -0.035
O 3.285 2.272 0.331
O 4.808 1.172 -1.277
C 3.083 -0.319 0.038
C 3.035 -1.178 -1.041
C 2.181 -2.266 -0.999
C 1.373 -2.489 0.113
C 1.460 -1.622 1.199
C 2.316 -0.534 1.164
H 2.378 0.162 1.985
H 0.839 -1.794 2.066
C 0.374 -3.608 0.118
H 0.863 -4.557 -0.108
H -0.096 -3.681 1.098
C -0.732 -3.380 -0.929
N -1.368 -2.086 -0.796
C -2.197 -1.802 0.237
O -2.421 -2.585 1.135
C -2.880 -0.468 0.123
C -4.233 -0.465 0.133
C -5.015 0.750 -0.018
O -6.228 0.816 -0.041
N -4.251 1.893 -0.157
C -2.886 1.953 -0.130
C -2.225 3.180 -0.237
C -0.850 3.231 -0.189
C -0.104 2.065 -0.028
C -0.745 0.851 0.068
C -2.142 0.763 0.009
H -0.168 -0.049 0.211
H 0.972 2.121 0.030
H -0.343 4.180 -0.266
H -2.807 4.083 -0.349
H -4.769 2.759 -0.259
H -4.788 -1.383 0.245
H -1.185 -1.383 -1.492
H -0.328 -3.452 -1.939
H -1.495 -4.152 -0.790
H 2.135 -2.944 -1.839
H 3.658 -0.972 -1.897
H 5.203 1.649 1.864
H 6.097 0.654 0.875
*
```

---

Which structure is most stable? *x*, by 2.216 eV over the runner-up.

---

*w*
Formula: C14H16O2
Source: the Open Molecules 2025 dataset
Level of theory: ωB97M-V with the def2-TZVPD basis set

The geometry in ORCA input format:
```
! wB97M-V def2-TZVPD RIJCOSX def2/J DEFGRID3
* xyz 0 1
C -3.253 -3.626 2.906
C -0.324 -1.099 3.116
C -1.384 -1.862 2.641
C 0.416 -1.654 4.164
C -1.994 -2.887 3.360
C -0.037 -2.773 4.802
C -1.332 -3.319 4.507
O 1.605 -1.098 4.554
H -0.081 -0.175 2.629
H -1.761 -1.301 1.767
H 1.986 -1.344 5.414
H 0.527 -3.428 5.478
H -3.674 -4.295 3.670
H -3.018 -4.013 1.919
H -1.560 -4.320 4.869
H -4.018 -2.860 2.667
C 2.249 -0.155 -3.975
C 0.046 3.495 -3.575
C -0.634 2.325 -3.437
C 1.390 3.505 -3.982
C 0.165 1.170 -3.618
C 2.106 2.380 -4.328
C 1.482 1.145 -4.054
O -0.540 4.721 -3.346
H -1.062 4.856 -2.557
H -1.651 2.216 -3.115
H 1.953 4.396 -3.662
H -0.348 0.209 -3.549
H 3.166 2.403 -4.529
H 3.068 0.029 -3.277
H 2.755 -0.385 -4.927
H 1.646 -0.994 -3.669
*
```

---

*x*
Formula: C14H16O2
Source: the Open Molecules 2025 dataset
Level of theory: ωB97M-V with the def2-TZVPD basis set

The geometry in ORCA input format:
```
! wB97M-V def2-TZVPD RIJCOSX def2/J DEFGRID3
* xyz 0 1
C -2.893 -2.642 -2.152
C 0.722 -1.349 -1.526
C -0.601 -1.430 -1.901
C 1.120 -2.326 -0.555
C -1.455 -2.597 -1.534
C 0.357 -3.343 -0.189
C -0.940 -3.470 -0.681
O 2.500 -2.220 -0.349
H 1.442 -0.600 -1.865
H -1.078 -0.576 -2.539
H 2.957 -2.782 0.315
H 0.666 -4.188 0.489
H -2.931 -3.609 -2.891
H -2.920 -1.704 -2.658
H -1.528 -4.326 -0.366
H -3.605 -2.863 -1.319
C -2.713 2.033 1.253
C 1.013 1.505 0.350
C 1.589 2.624 0.944
C -0.322 1.363 0.620
C -1.216 2.241 1.286
C 0.750 3.554 1.659
C -0.613 3.360 1.852
O 2.931 2.834 0.848
H 1.556 0.781 -0.258
H -0.776 0.355 0.345
H 1.238 4.350 2.262
H 3.325 3.141 1.703
H -3.314 2.398 2.267
H -2.893 0.981 1.086
H -1.269 4.011 2.412
H -3.103 2.577 0.464
*
```

---

Which structure is most stable? *w*, by 0.472 eV over the runner-up.

---

*w*
Formula: C4H11N2OS
Source: the Open Molecules 2025 dataset
Level of theory: ωB97M-V with the def2-TZVPD basis set

The geometry in ORCA input format:
```
! wB97M-V def2-TZVPD RIJCOSX def2/J DEFGRID3
* xyz 0 2
O 2.168 -0.157 -0.486
C 1.114 0.374 -0.059
N 0.364 1.124 -0.948
C -0.911 1.677 -0.496
C -2.063 0.557 -0.376
S -1.493 -1.249 -0.507
C 0.757 0.097 1.394
N 1.713 -0.872 1.706
H 0.611 1.318 -1.959
H -0.768 2.242 0.438
H -1.288 2.324 -1.199
H -2.454 0.532 0.649
H -2.783 0.856 -1.085
H -1.071 -1.412 -1.751
H -0.341 -0.410 1.612
H 0.571 0.913 2.000
H 1.627 -1.191 2.806
H 1.777 -1.671 0.992
H 2.734 -0.252 1.420
*
```

---

*x*
Formula: C4H11N2OS
Source: the Open Molecules 2025 dataset
Level of theory: ωB97M-V with the def2-TZVPD basis set

The geometry in ORCA input format:
```
! wB97M-V def2-TZVPD RIJCOSX def2/J DEFGRID3
* xyz 0 2
C 0.643 -1.150 0.639
N -0.406 -2.193 0.834
C 0.120 0.248 0.388
C 1.257 1.266 0.576
S 2.945 0.760 -0.128
N -0.518 0.525 -0.905
C -2.038 0.633 -0.918
O -2.653 -0.263 -0.200
H 1.348 -1.066 1.476
H 1.305 -1.605 -0.102
H -1.238 -1.663 1.049
H -0.639 -2.574 -0.079
H -0.639 0.428 1.168
H 1.139 2.197 0.030
H 1.512 1.522 1.600
H 2.626 0.857 -1.440
H -0.228 -0.249 -1.498
H -2.225 1.647 -0.501
H -2.311 0.680 -1.988
*
```

---

Which structure is most stable? *x*, by 2.212 eV over the runner-up.